(w)
Formula: C5H4
Source: the Open Molecules 2025 dataset
Level of theory: ωB97M-V/def2-TZVPD

Values from the calculation:
- frontier orbital gap (Eh) = 0.3938
- E_HOMO (eV) = -10.176
- SMILES string = C#CCC#C
- total charge = 0
- LUMO energy (Ha) = 0.0199

Each line ends with the natural charge from an NBO analysis.
CARTESIAN COORDINATES (ANGSTROEM)
C -0.675 2.422 0.029  -0.3122
C -0.033 1.380 -0.086  -0.0147
C 0.818 -0.195 0.434  -0.4283
C 0.215 -1.248 -0.248  -0.0440
C -0.421 -2.057 -0.874  -0.1849
H -1.563 2.947 -0.089  0.2308
H 0.521 -0.328 1.470  0.2519
H 1.911 0.096 0.463  0.2676
H -0.772 -3.018 -1.100  0.2339

---

(x)
Formula: C5H4
Source: the Open Molecules 2025 dataset
Level of theory: ωB97M-V/def2-TZVPD

Values from the calculation:
- frontier orbital gap (Eh) = 0.3511
- E_HOMO (eV) = -8.973
- SMILES string = C=C=C=C=C
- total charge = 0
- LUMO energy (Ha) = 0.0214

Each line ends with the natural charge from an NBO analysis.
CARTESIAN COORDINATES (ANGSTROEM)
C 0.896 1.695 -1.549  -0.4726
C 0.045 0.896 -0.965  0.0586
C -0.601 0.063 -0.241  -0.0986
C -0.789 -0.827 0.656  0.0745
C -0.745 -1.717 1.610  -0.4708
H 1.080 2.673 -1.120  0.2259
H 1.468 1.378 -2.416  0.2267
H 0.238 -1.880 2.046  0.2285
H -1.592 -2.281 1.979  0.2279

---

(y)
Formula: C5H4
Source: the Open Molecules 2025 dataset
Level of theory: ωB97M-V/def2-TZVPD

Values from the calculation:
- frontier orbital gap (Eh) = 0.3906
- E_HOMO (eV) = -9.400
- SMILES string = C#CC1C=C1
- total charge = 0
- LUMO energy (Ha) = 0.0451

Each line ends with the natural charge from an NBO analysis.
CARTESIAN COORDINATES (ANGSTROEM)
C 2.253 -0.004 -0.255  -0.2418
C 1.119 0.006 0.132  -0.0233
C -0.236 0.007 0.596  -0.3323
C -1.316 -0.651 -0.228  -0.1482
C -1.320 0.645 -0.238  -0.1484
H 3.248 -0.006 -0.589  0.2274
H -0.324 0.015 1.681  0.2068
H -1.709 -1.588 -0.535  0.2299
H -1.715 1.575 -0.564  0.2300

---

Compare the structures above. Which one is the most stable? (x) is.